Below is a 3-piece molecular cluster, C4H10O4 overall at a distorted geometry, with properties calculated with ωB97M-V/def2-TZVPD.

Computed properties:
LUMO energy (alpha / beta) = 3.8 / 3.7 eV
calculated total energy = -12498.702 eV
spin multiplicity = 2
E_HOMO (alpha / beta) = -0.10 / -3.60 eV
relative energy (zero: lowest compared OMol25 entry of this formula, charge and spin) = 0.649 eV
frontier orbital gap (alpha / beta) = 3.86 / 7.31 eV
total charge = -1

CARTESIAN COORDINATES (ANGSTROEM)
1 O -0.973 -2.649 -0.956
2 C -0.537 -1.802 -0.212
3 C -1.405 -1.156 0.871
4 C -1.582 0.340 0.705
5 C -0.432 1.171 1.290
6 O 0.375 1.834 0.527
7 H 0.505 -1.464 -0.218
8 H -2.382 -1.667 0.815
9 H -0.956 -1.467 1.817
10 H -2.410 0.691 1.337
11 H -1.874 0.617 -0.317
12 H -0.524 1.435 2.354
13 H 0.550 0.051 -2.611
14 H 0.579 1.265 -1.496
15 O 1.094 0.676 -2.091
16 H 3.731 1.131 -0.140
17 H 3.015 0.632 -1.293
18 O 3.225 0.360 -0.383

Cartesian forces (eV/Å) of the 6 atoms listed first:
0.282 -0.198 -0.498
-0.862 0.548 1.216
-0.450 -1.505 -0.939
0.462 1.343 1.626
0.144 -0.191 -1.079
0.033 0.155 -0.405